Entry from the OMol25 dataset: C6H7BrN2O2S in the gas phase (wB97M-V/def2-TZVPD).

Last column: Löwdin charge in e.
Positions of all 19 atoms, in Å:
1 C 0.991 1.235 0.973  -0.0876
2 C 0.226 0.267 1.502  -0.0963
3 C 0.837 1.714 -0.393  -0.0773
4 C -0.669 -0.506 0.564  -0.3101
5 C -0.316 1.447 -1.057  -0.0522
6 C -1.267 0.599 -0.380  -0.4129
7 N -0.609 -2.563 -1.351  -0.0547
8 N -2.517 0.925 -0.570  -0.3498
9 O 0.716 -2.697 0.891  -0.2838
10 O 1.501 -1.270 -0.933  -0.2885
11 S 0.411 -1.805 -0.179  0.6185
12 Br -3.741 -0.078 0.357  0.6877
13 H 1.743 1.936 1.568  0.1543
14 H 0.274 0.117 2.538  0.0992
15 H 1.597 2.319 -0.922  0.1209
16 H -1.477 -1.017 1.214  0.0979
17 H -0.486 1.715 -2.080  0.1132
18 H -0.812 -3.468 -0.964  0.0496
19 H -0.313 -2.526 -2.323  0.0720

The SMILES is NS(=O)(=O)[C@H]1C=CC=C/C1=N/Br. The energy relative to the best compared isomer or geometry (same formula, charge and spin) comes out at 2.868 eV.

=====

Entry from the OMol25 dataset: C3H7NO2 in the gas phase (wB97M-V/def2-TZVPD).

Last column: Löwdin charge in e.
Positions of all 13 atoms, in Å:
1 C -0.766 1.351 -0.367  -0.0263
2 C -0.369 -0.059 -0.001  -0.3118
3 N -1.294 -0.939 0.052  0.0240
4 O -0.768 -2.183 0.399  -0.0732
5 C 1.089 -0.418 0.276  -0.2073
6 O 1.983 0.673 0.252  -0.0616
7 H -1.481 1.753 0.352  0.0848
8 H 0.092 2.038 -0.370  0.0669
9 H -1.229 1.382 -1.355  0.0837
10 H -1.557 -2.735 0.404  0.0931
11 H 1.375 -1.235 -0.408  0.1271
12 H 1.149 -0.859 1.275  0.1276
13 H 1.777 1.232 -0.509  0.0731

The SMILES is C/C(CO)=N/O. The energy relative to the best compared isomer or geometry (same formula, charge and spin) comes out at 2.923 eV.

=====

Entry from the OMol25 dataset: C4H9OPS2 in the gas phase (wB97M-V/def2-TZVPD).

Last column: Löwdin charge in e.
Positions of all 17 atoms, in Å:
1 C -1.169 1.436 1.127  -0.5908
2 C -0.073 1.359 2.263  -0.8537
3 C 1.223 0.748 1.827  -0.1623
4 C -0.868 -2.445 -2.975  -0.1491
5 O -1.104 -1.739 -1.787  -0.5954
6 P -0.532 -0.273 -1.342  0.6002
7 S -1.696 -0.161 0.387  0.5247
8 S -0.995 0.732 3.661  0.6943
9 H -2.033 1.737 1.511  -0.0284
10 H -0.734 1.988 0.268  0.0632
11 H 0.281 2.322 2.715  0.1006
12 H 1.951 0.960 2.648  0.0917
13 H 1.596 1.042 0.788  0.1005
14 H 1.017 -0.263 1.849  0.0247
15 H -1.804 -2.569 -3.346  0.0650
16 H -0.240 -3.277 -2.970  0.0798
17 H -0.423 -1.812 -3.622  0.0349

The energy relative to the best compared isomer or geometry (same formula, charge and spin) comes out at 2.661 eV.

=====

Entry from the OMol25 dataset: C3H7NOS2 in the gas phase (wB97M-V/def2-TZVPD).

Last column: Löwdin charge in e.
Positions of all 14 atoms, in Å:
1 N 0.708 0.073 -1.858  0.0293
2 C -0.362 0.554 -1.068  -0.4760
3 C -1.516 0.658 -2.004  -0.2256
4 O -2.603 1.115 -1.734  0.0688
5 C -0.897 -0.251 0.161  -0.3825
6 S 0.224 0.182 1.705  0.4070
7 S 1.817 -1.014 1.393  0.3233
8 H 0.632 -0.426 -2.766  0.1019
9 H 1.428 -0.308 -1.251  0.0368
10 H -0.028 1.476 -0.652  0.1140
11 H -1.341 0.513 -3.046  0.1115
12 H -1.938 -0.071 0.339  0.0626
13 H -0.676 -1.240 -0.213  0.0685
14 H 1.780 -1.833 2.374  -0.2396

The SMILES is N[C@@H](C=O)CSS. The energy relative to the best compared isomer or geometry (same formula, charge and spin) comes out at 2.133 eV.

=====

Entry from the OMol25 dataset: 2 unconnected molecules or ions with the total composition C4H11NO (wB97M-V/def2-TZVPD).

Last column: Löwdin charge in e.
Positions of all 17 atoms, in Å:
1 C 2.109 1.462 -0.345  -0.1307
2 N 0.731 1.009 -0.431  -0.1272
3 C -0.082 1.468 0.721  -0.2603
4 C -0.799 -0.812 1.596  -0.0047
5 C -1.090 0.385 1.064  -0.1647
6 H 2.197 2.463 -0.760  0.0692
7 H 2.334 1.649 0.713  0.0644
8 H 2.738 0.771 -0.895  0.0777
9 H 0.472 0.037 -0.445  0.0776
10 H -0.461 2.479 0.601  0.1042
11 H 0.565 1.441 1.622  0.0998
12 H -1.043 -1.753 1.130  0.0455
13 H -0.440 -0.907 2.619  0.0582
14 H -1.927 0.405 0.360  0.0935
15 H -1.448 -3.415 -1.794  0.0271
16 H -1.904 -3.657 -3.239  0.0301
17 O -1.950 -3.027 -2.517  -0.0596

The SMILES is C=CCNC.O. The energy relative to the best compared isomer or geometry (same formula, charge and spin) comes out at 3.495 eV.

=====

Entry from the OMol25 dataset: a molecular structure, C2H3LaO (wB97M-V/def2-TZVPD).

Last column: Mulliken spin population.
Positions of all 7 atoms, in Å:
1 H -0.773 0.463 -1.084  -0.0077
2 O 0.944 -1.085 -0.083  -0.1624
3 C -0.324 -0.934 -0.173  -0.0566
4 C -0.858 0.402 0.136  0.0246
5 H -1.939 0.371 0.333  0.0037
6 H -0.299 1.011 0.867  0.0070
7 La 3.249 -0.229 0.005  1.1912

As for the net charge: +1. As for the spin multiplicity: 2.

=====

Entry from the OMol25 dataset: a gas-phase ion, BH6N2O2 (charge +1) (wB97M-V/def2-TZVPD).

Last column: Löwdin charge in e.
Positions of all 11 atoms, in Å:
1 N -0.768 1.394 0.630  0.2291
2 B -0.091 0.127 0.553  -0.5210
3 O 0.454 -0.539 1.641  0.1985
4 N 0.102 -0.546 -0.832  0.1430
5 O 1.252 0.060 -1.421  0.0907
6 H -0.864 1.865 -0.259  0.0941
7 H -1.665 1.310 1.091  0.1120
8 H 0.008 -1.387 1.714  0.1190
9 H -0.708 -0.385 -1.429  0.1963
10 H 0.266 -1.546 -0.690  0.1942
11 H 2.014 -0.354 -0.997  0.1440

The SMILES is NB(O)[NH2+]O. As for the net charge: +1.

=====

Number 1: largest force on an atom 2.99 eV Å⁻¹, E_tot -3464.9191 hartree. Number 2: largest force on an atom 0.88 eV Å⁻¹, E_tot -323.6736 hartree. Number 3: largest force on an atom 5.73 eV Å⁻¹, E_tot -1370.6565 hartree. Number 4: largest force on an atom 3.04 eV Å⁻¹, E_tot -1044.8240 hartree. Number 5: largest force on an atom 2.71 eV Å⁻¹, E_tot -288.8886 hartree. Number 6: largest force on an atom 2.68 eV Å⁻¹, E_tot -184.3739 hartree. Number 7: largest force on an atom 2.76 eV Å⁻¹, E_tot -288.2060 hartree.